{
  "formula": "C32H54N6O4PS4SbV",
  "method": "ωB97M-V/def2-TZVPD",
  "homo_lumo_gap_ev": [3.02, 5.48],
  "total_charge": -2,
  "total_energy_ev": -136051.607,
  "spin_multiplicity": 4,
  "de_lowest_kcal_mol": 66.7,
  "species": ["H", "H", "C", "H", "C", "H", "C", "H", "Sb", "H", "C", "H", "H", "C", "H", "C", "C", "N", "C", "H", "C", "C", "H", "C", "C", "H", "C", "H", "C", "H", "H", "C", "C", "C", "S", "O", "H", "C", "H", "C", "H", "H", "C", "H", "H", "H", "C", "H", "C", "C", "C", "S", "H", "H", "H", "H", "H", "H", "H", "H", "H", "H", "C", "H", "H", "O", "P", "H", "N", "H", "C", "H", "V", "C", "S", "N", "H", "H", "O", "H", "N", "C", "C", "H", "O", "H", "H", "N", "H", "C", "H", "H", "H", "H", "H", "S", "N", "C", "H", "H", "C", "H", "H"],
  "xyz": [[-1.14712, 5.96543, -2.97935], [0.41975, -4.01337, -1.47037], [3.11983, -0.99007, -1.12126], [-0.26239, -4.00613, 4.89705], [1.82269, 3.52393, -1.23356], [-4.10766, 5.13299, -2.54976], [0.40639, -4.07470, 2.86589], [-3.20880, 4.54761, -4.72718], [-0.34128, 2.65537, 5.35864], [-1.11560, 5.96166, -4.74463], [-1.67918, -2.60743, 2.84934], [2.20191, 0.14527, 0.46802], [-0.96274, 3.49326, -4.98377], [-1.79840, -4.97500, 3.70946], [3.74377, -4.37762, -0.89095], [-1.53247, 3.38468, -4.05974], [2.83120, -0.74046, 0.35551], [-2.66095, 4.24257, -1.37774], [-3.37814, 4.32626, -2.63254], [1.47629, -4.02469, 3.07852], [-0.90218, -1.69885, -1.45308], [2.64763, 3.83808, -2.29066], [2.17710, -1.10189, -1.66447], [-2.44120, 3.19606, -0.57993], [-0.71285, -2.64870, -0.25262], [3.78198, -0.53836, 0.86283], [-1.76471, 5.88169, -3.86960], [-2.28838, -5.10154, -0.66306], [-0.39180, -4.05834, -0.74406], [-2.12678, -4.36114, 1.65528], [-0.73519, -2.86656, -3.28809], [-1.64456, -4.64465, -1.42045], [3.17185, -3.45346, -0.76402], [2.83630, -3.26981, 0.71640], [1.69686, 3.66767, 5.61207], [-2.45784, 1.22257, 1.83742], [-2.08145, -1.73465, -3.26696], [1.80242, 4.39479, 0.00600], [2.22399, -4.10837, 1.05913], [1.93614, 1.80249, -3.38232], [-3.91911, 3.38720, -2.74252], [-1.34460, -5.43922, -2.10998], [3.94810, -2.25824, -1.30600], [-1.91016, -5.99576, 3.33191], [-0.06608, -4.71534, 0.06501], [0.50945, 0.68005, -2.24683], [-0.14792, -2.66152, 2.62480], [2.32797, 5.32522, -0.20578], [-2.44148, -3.56038, -2.17171], [2.74312, 2.97857, -3.41390], [2.81865, 1.97477, 2.72563], [-1.77368, 3.63239, 3.69220], [-3.68314, -0.35014, 1.97769], [2.23722, 1.17641, 3.18259], [0.05798, -1.26934, -1.74344], [2.25081, -3.55612, -1.34072], [-2.39975, -4.89824, 4.61869], [-0.81539, 3.34506, -3.23635], [2.27526, -1.76110, 2.13163], [1.95127, 1.09765, -4.20912], [-3.19235, -3.11952, -1.51010], [-2.12581, -1.86777, 2.18411], [2.15559, -1.93209, 1.05445], [3.62866, -0.12248, -1.53846], [-2.06096, 2.42724, -4.08980], [0.65835, 2.75695, 2.06376], [0.29457, -1.81443, 1.05226], [-1.87767, -2.24645, 3.85847], [-2.15225, 5.33562, -0.77531], [0.16934, -5.62633, 4.36029], [-2.50755, 4.54557, -3.88517], [-2.98035, -4.00747, -3.01076], [-0.92210, 2.04657, 2.20374], [-3.27320, 0.40916, 1.28969], [-0.21354, 0.69256, 3.97160], [-1.80263, 3.62255, 0.47166], [-3.41182, -3.88375, 2.75485], [-2.46509, 6.72228, -3.87915], [-3.62747, 0.38762, 0.11127], [0.79338, 4.63038, 0.31857], [1.06199, 2.37489, -1.19172], [1.14077, 1.56721, -2.29106], [1.89571, 2.85086, 1.94760], [0.30924, -1.98466, 3.35217], [-0.09777, -0.37683, 1.04963], [3.28476, 2.55170, 3.52276], [-2.76953, 2.17882, -0.76100], [2.46940, 3.78082, 1.17555], [-1.54159, -0.87092, -1.15102], [-2.32785, -3.97808, 2.66359], [3.46269, 3.65684, 1.06348], [-1.66927, -2.70053, 0.28355], [0.27315, -4.72014, 1.99030], [4.18779, -2.41270, -2.36236], [3.77768, -3.31292, 1.27810], [-1.32747, 2.15467, 7.35659], [-1.64291, 4.94304, 0.32691], [-0.32404, -4.70034, 4.05432], [4.89565, -2.15721, -0.76248], [3.39752, 3.20220, -4.24848], [-1.51957, -2.44043, -2.65331], [3.22114, 4.76229, -2.25793], [3.58240, 1.55670, 2.06357]],
  "forces_ev_per_a": [[0.09, 0.03, 0.04], [-0.01, -0.01, 0.03], [0.10, -0.13, 0.17], [0.02, -0.03, 0.00], [0.44, -0.04, -0.01], [-0.01, 0.01, 0.11], [-0.03, 0.01, 0.14], [-0.07, -0.01, 0.03], [-0.28, -0.12, 0.21], [-0.04, -0.01, 0.02], [0.08, -0.08, -0.10], [0.03, 0.01, -0.02], [0.02, -0.03, 0.02], [0.01, 0.12, -0.03], [-0.05, -0.04, -0.01], [-0.04, 0.01, 0.05], [-0.21, -0.02, -0.15], [0.00, 0.17, 0.02], [-0.10, 0.17, -0.48], [-0.03, -0.02, -0.06], [-0.01, -0.16, -0.07], [-0.09, -0.03, 0.05], [0.03, 0.09, -0.06], [-0.15, -0.32, -0.45], [0.29, 0.20, 0.10], [-0.01, -0.04, 0.04], [-0.21, -0.04, -0.05], [0.03, -0.05, -0.01], [-0.15, -0.05, 0.06], [-0.02, 0.06, 0.07], [-0.01, 0.01, -0.02], [-0.01, 0.09, 0.00], [0.11, 0.15, 0.10], [-0.15, -0.10, -0.05], [0.04, 0.08, -0.21], [-3.02, -1.50, -1.28], [0.06, 0.02, -0.05], [-0.05, -0.06, -0.25], [0.15, 0.04, -0.03], [-0.16, -0.08, 0.14], [-0.04, -0.03, 0.06], [-0.02, -0.01, 0.01], [-0.14, 0.02, -0.04], [-0.02, -0.01, 0.03], [0.03, 0.00, -0.11], [0.08, 0.10, -0.06], [-0.13, 0.16, -0.23], [-0.02, 0.07, 0.06], [0.09, 0.01, -0.04], [0.17, 0.22, -0.13], [0.08, -0.26, 0.07], [0.15, 0.34, 0.58], [-0.05, 0.08, 0.15], [0.01, 0.02, 0.06], [-0.02, 0.01, 0.02], [0.06, -0.01, -0.04], [-0.01, -0.06, -0.01], [0.05, -0.04, -0.01], [0.04, -0.01, 0.06], [-0.05, -0.01, 0.05], [-0.02, -0.03, -0.01], [-0.01, 0.02, 0.07], [-0.21, -0.01, -0.11], [-0.07, 0.07, -0.10], [0.06, 0.01, -0.01], [4.28, 2.37, -1.27], [0.15, -0.04, 0.02], [-0.01, 0.07, 0.06], [-0.15, 0.09, -0.19], [0.00, 0.02, 0.05], [0.27, -0.15, 0.28], [-0.04, 0.01, 0.02], [-1.65, -0.93, 1.30], [0.09, -0.08, -0.10], [0.10, -0.42, 0.41], [0.43, -0.54, 0.62], [-0.02, -0.04, -0.06], [0.05, -0.01, 0.04], [0.10, 0.08, 0.04], [-0.21, 0.03, 0.07], [-0.33, 0.00, 0.40], [0.14, 0.16, -0.04], [0.52, 0.42, 0.03], [0.00, 0.06, 0.09], [-0.12, 0.12, -0.01], [-0.06, 0.05, 0.07], [0.07, 0.04, 0.08], [-0.38, -0.59, -0.51], [0.03, 0.04, 0.04], [0.06, 0.00, 0.09], [0.07, -0.01, 0.03], [0.00, 0.01, -0.08], [0.06, 0.03, 0.12], [0.03, 0.02, 0.03], [-0.03, -0.02, 0.03], [-0.13, 0.03, -0.09], [0.20, 0.23, 0.05], [-0.04, -0.02, -0.08], [0.02, -0.02, -0.04], [-0.06, 0.02, 0.04], [-0.07, -0.06, 0.13], [0.01, -0.04, 0.03], [-0.05, 0.08, 0.00]]
}